DFT (ωB97M-V/def2-TZVPD) results for C5H11NO in the gas phase.

Calculated values
energy relative to the best compared isomer or geometry (same formula, charge and spin) = 400.7 kJ/mol
largest force on an atom = 5.4 eV/A
energy = -326.978728 Eh
spin multiplicity = 1
E_LUMO = 0.93 eV
structure (SMILES) = C=C(N)CCCO

Each line ends with the natural charge from an NBO analysis.
Element x y z (Å)
C  1.75  -1.22  -0.93  -0.04
O  2.74  -0.34  -1.49  -0.73
C  0.82  -0.82  0.16  -0.48
C  -0.64  -0.72  -0.01  -0.43
C  -1.16  0.82  0.31  0.26
C  -0.43  1.84  0.82  -0.59
N  -2.59  0.82  0.49  -0.83
H  1.23  -1.51  -1.85  0.17
H  2.22  -2.23  -0.46  0.15
H  2.65  0.56  -1.22  0.47
H  1.03  0.16  0.73  0.23
H  0.99  -1.64  0.78  0.22
H  -1.27  -1.37  0.70  0.22
H  -1.07  -0.89  -0.96  0.21
H  0.39  1.74  1.34  0.19
H  -0.64  2.91  0.83  0.21
H  -3.15  0.21  -0.06  0.38
H  -2.85  1.69  0.81  0.38